Record 1
Computed, not measured: a 2-piece molecular cluster, C4H6BrO2 overall in a non-equilibrium geometry, with the ωB97M-V functional and the def2-TZVPD basis.

The geometry in XYZ format:
```
13
Properties=species:S:1:pos:R:3:forces:R:3
C -4.215 0.990 0.961 0.4 -0.8 0.3
C -0.708 0.034 -0.903 1.1 -1.0 -4.1
C 0.908 -0.292 0.895 -2.8 -1.6 1.6
C -0.194 -1.030 0.123 -0.9 1.2 -1.8
O -4.372 0.679 -0.113 -0.7 -0.4 -3.6
O -4.090 1.230 2.061 0.2 1.3 3.3
Br -2.055 -1.307 1.204 0.5 0.1 0.4
H -1.431 -0.382 -1.773 1.4 0.6 2.0
H 0.235 0.446 -1.561 -1.7 -1.2 1.4
H -1.154 0.989 -0.643 -0.3 0.3 1.0
H 0.791 0.766 0.862 0.1 1.3 0.3
H 1.707 -0.639 0.309 1.8 -0.2 -0.1
H 0.812 -0.685 1.937 1.0 0.4 -0.7
```
Positions in Å, forces in eV/Å.

Computed properties:
- total energy (eV) = -78381.7667
- charge = -1
- HOMO (eV) = -2.18
- orbital gap (eV) = 5.568
- relative energy (zero: lowest compared OMol25 entry of this formula, charge and spin) (eV) = 3.0628

Record 2
Computed, not measured: C4H6CdINO4S as an isolated structure in a non-equilibrium geometry, with the ωB97M-V functional and the def2-TZVPD basis.

The geometry in XYZ format:
```
18
Properties=species:S:1:pos:R:3:forces:R:3
N -1.816 -0.638 1.855 0.5 0.1 0.2
C -1.590 0.563 1.445 -0.2 0.2 0.0
C -1.264 0.942 0.018 0.7 -0.6 0.5
C -0.101 0.255 -0.724 -0.3 0.1 -0.8
O 0.186 -1.144 -0.458 -0.2 -0.1 -0.4
S 1.474 -1.523 -1.495 -0.2 0.2 0.7
O 2.337 -2.286 -0.693 0.1 -0.3 0.1
O 0.958 -1.838 -2.749 -0.1 -0.1 -0.5
O 2.022 0.020 -1.535 0.0 0.2 0.0
C 1.297 0.828 -0.707 0.1 -0.3 0.5
I 2.190 0.501 1.422 0.5 0.8 0.0
H -2.195 -0.637 2.807 0.1 0.0 0.0
H -1.648 1.403 2.145 -0.6 0.0 -0.2
H -1.092 2.018 0.062 0.1 0.0 -0.5
H -2.138 0.747 -0.609 -0.3 0.1 0.4
H -0.379 0.214 -1.787 0.0 0.6 0.0
H 1.454 1.895 -0.837 0.2 -0.1 -0.3
Cd 0.306 -1.322 1.838 -0.3 -0.8 0.0
```
Positions in Å, forces in eV/Å.

Computed properties:
- total energy (eV) = -37404.9808
- charge = +2
- HOMO (eV) = -18.93
- orbital gap (eV) = 8.649
- relative energy (zero: lowest compared OMol25 entry of this formula, charge and spin) (eV) = 0.0000

Record 3
Computed, not measured: C4H6Cl2 as an isolated structure in a non-equilibrium geometry, with the ωB97M-V functional and the def2-TZVPD basis.

The geometry in XYZ format:
```
12
Properties=species:S:1:pos:R:3:forces:R:3
C 1.536 0.742 -0.587 -4.1 2.6 1.6
C 0.898 0.024 0.557 2.5 -4.6 1.8
C -0.256 -0.606 0.670 -4.1 0.4 -0.3
C -1.529 -0.265 -0.096 -0.8 5.2 1.0
H 2.057 0.078 -1.226 0.5 -0.2 -0.8
H 0.559 1.236 -0.941 1.8 -0.6 -1.1
H 2.036 1.625 -0.190 0.8 -0.4 -0.3
H 1.554 -0.673 1.196 -0.1 1.9 -0.4
H -2.396 0.601 0.579 2.7 -3.1 -1.7
H -1.209 0.405 -0.893 0.0 0.3 0.1
Cl -0.843 -1.738 1.914 1.4 0.2 0.0
Cl -2.407 -1.430 -0.984 -0.7 -1.5 -0.1
```
Positions in Å, forces in eV/Å.

Computed properties:
- total energy (eV) = -29287.3699
- HOMO (eV) = -9.81
- orbital gap (eV) = 10.374
- relative energy (zero: lowest compared OMol25 entry of this formula, charge and spin) (eV) = 2.4805

Record 4
Computed, not measured: an isolated molecule of C4H6Cl2OS in a non-equilibrium geometry, with the ωB97M-V functional and the def2-TZVPD basis.

The geometry in XYZ format:
```
14
Properties=species:S:1:pos:R:3:forces:R:3
C -3.011 -0.772 0.212 -0.7 -0.1 -0.1
C -0.939 -0.076 1.199 -2.6 0.5 -0.2
C -0.284 0.607 0.083 1.4 0.9 -1.1
C 1.095 0.112 -0.373 0.4 2.6 -0.7
H -3.649 -1.623 0.503 -0.1 0.5 -0.4
H -3.014 -0.604 -0.863 -0.1 -0.2 -0.3
H -3.370 0.159 0.644 -0.2 0.1 0.4
H -0.318 -0.614 1.837 1.6 -0.3 1.3
H -1.574 0.678 1.719 0.5 -0.6 0.1
H 1.400 0.799 -1.197 -0.2 -0.7 0.7
O -1.750 -1.114 0.679 0.6 -0.4 0.3
S -0.939 1.830 -0.759 0.1 -0.5 0.4
Cl 1.020 -1.466 -1.015 0.1 -1.4 -0.1
Cl 2.414 0.384 0.859 -0.8 -0.4 -0.2
```
Positions in Å, forces in eV/Å.

Computed properties:
- total energy (eV) = -42171.2464
- HOMO (eV) = -9.33
- orbital gap (eV) = 8.302
- relative energy (zero: lowest compared OMol25 entry of this formula, charge and spin) (eV) = 1.0298
- SMILES = COCC(=S)C(Cl)Cl

Record 5
Computed, not measured: an isolated molecule of C4H6Cl2S2 in a non-equilibrium geometry, with the ωB97M-V functional and the def2-TZVPD basis.

The geometry in XYZ format:
```
14
Properties=species:S:1:pos:R:3:forces:R:3
C -0.624 -0.043 1.309 -0.6 -1.0 0.9
C -0.835 -0.619 -0.123 -1.8 0.4 2.4
C -0.042 0.051 -1.145 1.7 0.9 -0.8
C 1.417 -0.173 -0.719 1.7 -1.2 0.0
H 0.448 0.075 1.575 -0.7 -0.6 -0.1
H -1.194 -0.694 2.054 1.1 0.5 -1.0
H -1.070 0.926 1.484 -0.2 0.4 -0.6
H -0.658 -1.651 -0.100 0.7 -1.4 -0.1
H -0.141 -0.328 -2.168 -0.2 -0.1 0.4
H 1.336 1.926 0.385 1.8 -1.0 -0.7
S 2.461 1.080 0.020 -2.7 0.3 0.0
S 2.025 -1.724 -0.895 -0.6 1.9 0.0
Cl -2.580 -0.569 -0.511 -0.4 0.1 -0.1
Cl -0.541 1.744 -1.165 0.1 0.8 -0.5
```
Positions in Å, forces in eV/Å.

Computed properties:
- total energy (eV) = -50959.8871
- HOMO (eV) = -9.24
- orbital gap (eV) = 8.313
- relative energy (zero: lowest compared OMol25 entry of this formula, charge and spin) (eV) = 0.5682
- SMILES = C[C@@H](Cl)[C@@H](Cl)C(=S)S

Record 6
Computed, not measured: an isolated molecule of C4H6Cl3N3 in a non-equilibrium geometry, with the ωB97M-V functional and the def2-TZVPD basis.

The geometry in XYZ format:
```
16
Properties=species:S:1:pos:R:3:forces:R:3
C -0.149 0.280 1.568 -1.4 -4.8 -0.3
C 0.895 -0.926 1.650 -0.8 2.2 -0.8
C -0.890 0.081 0.255 -0.3 1.1 -1.0
C -0.220 0.631 -2.324 -0.1 -1.8 3.7
N 1.699 -0.819 0.434 1.9 -0.5 1.0
N 1.275 -0.449 -0.656 -0.2 0.7 -1.4
N 0.001 -0.021 -0.878 1.6 -0.9 -1.5
Cl -0.086 2.367 -2.012 -0.2 0.0 -0.7
Cl 0.928 -0.042 -3.440 0.0 0.5 0.1
Cl -1.864 0.112 -2.842 0.4 0.6 0.3
H -0.730 0.070 2.473 -0.6 0.9 -0.5
H 0.257 1.219 1.492 1.6 2.1 0.6
H 1.393 -0.667 2.632 0.5 -1.1 -1.5
H 0.568 -1.999 1.534 -0.6 1.2 1.0
H -1.578 -0.700 0.212 -0.8 -2.0 0.5
H -1.498 0.862 -0.098 -1.1 1.9 0.6
```
Positions in Å, forces in eV/Å.

Computed properties:
- total energy (eV) = -46279.1927
- HOMO (eV) = -8.44
- orbital gap (eV) = 8.854
- relative energy (zero: lowest compared OMol25 entry of this formula, charge and spin) (eV) = 0.0000
- SMILES = ClC(Cl)(Cl)N1CCCN=N1